(1)
{
  "formula": "C15H29IrN5O",
  "method": "ωB97M-V/def2-TZVPD",
  "elements": ["Ir", "C", "C", "N", "C", "C", "N", "C", "C", "C", "N", "C", "C", "N", "C", "H", "H", "H", "H", "H", "H", "H", "H", "H", "H", "H", "H", "H", "H", "H", "H", "H", "H", "H", "H", "H", "H", "H", "H", "O", "N", "C", "C", "C", "C", "C", "H", "H", "H", "H", "H"],
  "positions_angstrom": [[-0.0689, -0.3291, -0.0068], [-2.7486, -1.3495, -1.9069], [-2.3525, -2.4508, -0.9477], [-1.6134, -1.9829, 0.2487], [-2.5017, -1.5952, 1.3596], [-1.6740, -1.2520, 2.5821], [-0.6361, -0.2668, 2.2418], [-0.8443, 1.1045, 2.7600], [-0.0835, 2.1201, 1.9252], [-0.9034, 2.6382, 0.7536], [-1.4502, 1.5356, -0.0755], [-1.7867, 1.9155, -1.4657], [-0.7495, 1.3481, -2.4167], [-0.5800, -0.0985, -2.2094], [-1.6022, -0.9619, -2.8310], [-3.1357, -0.4858, -1.3628], [-3.5583, -1.7250, -2.5330], [-1.7373, -3.1828, -1.4711], [-3.2547, -2.9681, -0.6122], [-1.0470, -2.7643, 0.5777], [-3.1792, -2.4154, 1.6113], [-3.1233, -0.7545, 1.0464], [-1.2039, -2.1551, 2.9738], [-2.3385, -0.8669, 3.3560], [0.2588, -0.5944, 2.5959], [-0.5077, 1.1587, 3.7966], [-1.9142, 1.3260, 2.7616], [0.8373, 1.6667, 1.5442], [0.2132, 2.9679, 2.5420], [-0.2747, 3.2761, 0.1326], [-1.7286, 3.2500, 1.1294], [-2.2729, 1.1646, 0.3894], [-1.7895, 3.0010, -1.5696], [-2.7826, 1.5577, -1.7220], [0.2121, 1.8324, -2.2382], [-1.0440, 1.5653, -3.4459], [0.3179, -0.3522, -2.6154], [-1.1172, -1.8716, -3.1850], [-2.0155, -0.4525, -3.7044], [1.9957, -0.0438, 0.0630], [3.3280, -0.1647, 0.0009], [3.9532, -1.1105, 0.7228], [5.3273, -1.1798, 0.7376], [6.0737, -0.2667, 0.0007], [5.3987, 0.6847, -0.7575], [4.0248, 0.7144, -0.7470], [3.3306, -1.7917, 1.2832], [5.8098, -1.9450, 1.3289], [7.1545, -0.2977, 0.0157], [5.9349, 1.4086, -1.3546], [3.4492, 1.4390, -1.3024]],
  "lumo_energy_ev": -11.80,
  "e_above_lowest_kcal_mol": 62.85,
  "charge": 3,
  "orbital_gap_ev": 6.885
}

---

(2)
{
  "formula": "C15H29N3O2",
  "method": "ωB97M-V/def2-TZVPD",
  "elements": ["C", "C", "C", "C", "C", "C", "O", "C", "N", "O", "H", "H", "H", "H", "H", "H", "H", "H", "H", "H", "H", "H", "H", "H", "H", "C", "C", "C", "C", "N", "H", "H", "H", "H", "H", "H", "H", "C", "C", "C", "C", "N", "H", "H", "H", "H", "H", "H", "H"],
  "positions_angstrom": [[2.5388, -1.1495, 0.3022], [1.2927, -0.2787, 0.5818], [0.9108, 0.6657, -0.5665], [-0.6057, 0.7921, -0.7439], [-1.1849, -0.2680, -1.6777], [-1.5048, -1.5821, -0.9914], [-2.2679, -1.4260, 0.1974], [-3.5826, -1.1391, -0.0439], [-4.0770, -0.0389, 0.6253], [-4.2354, -1.8079, -0.7103], [2.2969, -2.1974, 0.4260], [3.2767, -0.9179, 1.0705], [3.0050, -0.9352, -0.6458], [0.4535, -0.9220, 0.8030], [1.4755, 0.2831, 1.4859], [1.2802, 1.6582, -0.3216], [1.4051, 0.3884, -1.4878], [-0.7870, 1.7405, -1.2242], [-1.0718, 0.7333, 0.2284], [-0.4789, -0.4911, -2.4695], [-2.0708, 0.1058, -2.1842], [-0.5726, -2.0575, -0.7268], [-1.9970, -2.2687, -1.6644], [-3.5142, 0.2164, 1.4248], [-4.2639, 0.7531, 0.0253], [-4.3577, 3.9420, -3.9567], [-3.3827, 4.8909, -3.2679], [-2.3926, 4.1668, -2.3503], [-3.0571, 3.5145, -1.2248], [-3.5814, 2.9976, -0.3436], [-4.9877, 3.4233, -3.2323], [-5.0132, 4.4947, -4.6292], [-3.8255, 3.1923, -4.5454], [-3.9406, 5.6359, -2.6980], [-2.8149, 5.4311, -4.0275], [-1.6661, 4.8819, -1.9598], [-1.8298, 3.4230, -2.9182], [4.8191, -4.4440, 2.7837], [4.7716, -3.8551, 4.1895], [4.0370, -2.5126, 4.2489], [4.7231, -1.4726, 3.4857], [5.2556, -0.6612, 2.8723], [5.3737, -3.7987, 2.1006], [5.3129, -5.4157, 2.7961], [3.8132, -4.5819, 2.3825], [5.7879, -3.7395, 4.5705], [4.2612, -4.5565, 4.8521], [3.9545, -2.1874, 5.2876], [3.0187, -2.6256, 3.8715]],
  "lumo_energy_ev": 0.60,
  "smiles": "CCCCCCOC(N)=O.CCCC#N.CCCC#N",
  "charge": 0,
  "orbital_gap_ev": 10.368
}

---

(3)
{
  "formula": "C15H29N3O3S",
  "method": "ωB97M-V/def2-TZVPD",
  "elements": ["C", "C", "N", "C", "C", "S", "O", "O", "N", "C", "C", "C", "C", "O", "N", "C", "C", "C", "C", "C", "C", "C", "H", "H", "H", "H", "H", "H", "H", "H", "H", "H", "H", "H", "H", "H", "H", "H", "H", "H", "H", "H", "H", "H", "H", "H", "H", "H", "H", "H", "H"],
  "positions_angstrom": [[-3.6543, -2.5136, -1.2559], [-3.0466, -1.2036, -1.7487], [-2.7078, -0.3301, -0.6464], [-3.7607, 0.5074, -0.0945], [-3.8841, 0.3185, 1.4122], [-1.1774, 0.3246, -0.6756], [-0.6948, 0.4435, -2.0200], [-1.1761, 1.4786, 0.1642], [-0.2078, -0.7917, 0.0526], [-0.3989, -0.9826, 1.4746], [0.6373, -1.9668, 2.0274], [1.9413, -1.9280, 1.2208], [2.6416, -0.5739, 1.4176], [3.4203, -0.4178, 2.3393], [2.3594, 0.3734, 0.5110], [2.9317, 1.7024, 0.5415], [1.8357, 2.7797, 0.5632], [1.6796, 3.1961, -0.8967], [3.1182, 3.1981, -1.4048], [3.7441, 1.9647, -0.7480], [1.6730, -2.3118, -0.2436], [0.2375, -1.9588, -0.6689], [-2.9721, -3.0145, -0.5739], [-3.8529, -3.1691, -2.0996], [-4.5881, -2.3266, -0.7320], [-2.1229, -1.3939, -2.2951], [-3.7411, -0.7044, -2.4364], [-4.6999, 0.2434, -0.5857], [-3.5354, 1.5561, -0.3085], [-4.0418, -0.7299, 1.6543], [-4.7251, 0.8964, 1.7869], [-2.9768, 0.6660, 1.8971], [-1.4148, -1.3503, 1.6773], [-0.2925, 0.0016, 1.9342], [0.8461, -1.7266, 3.0699], [0.2402, -2.9836, 1.9888], [2.6268, -2.6573, 1.6647], [1.5998, 0.2296, -0.1386], [3.5605, 1.7367, 1.4347], [0.9025, 2.4031, 0.9777], [2.1686, 3.6292, 1.1609], [1.1964, 4.1660, -1.0008], [1.0800, 2.4572, -1.4311], [3.6255, 4.1020, -1.0629], [3.1811, 3.1614, -2.4912], [3.6506, 1.0998, -1.4061], [4.8020, 2.1083, -0.5345], [2.3918, -1.8057, -0.8885], [1.8169, -3.3860, -0.3716], [-0.4362, -2.8066, -0.4816], [0.1996, -1.7106, -1.7296]],
  "lumo_energy_ev": 0.64,
  "e_above_lowest_kcal_mol": 0.00,
  "smiles": "CCN(CC)S(=O)(=O)N1CCC(C(=O)NC2CCCC2)CC1",
  "charge": 0,
  "orbital_gap_ev": 9.696
}

---

(4)
{
  "formula": "C15H30AuCl3NOSi3",
  "method": "ωB97M-V/def2-TZVPD",
  "elements": ["Au", "O", "C", "C", "C", "C", "C", "C", "C", "C", "N", "H", "H", "H", "H", "H", "H", "H", "H", "H", "H", "H", "C", "Si", "C", "C", "C", "Si", "C", "C", "C", "H", "H", "H", "H", "H", "H", "H", "H", "H", "H", "H", "H", "H", "H", "H", "H", "H", "H", "H", "Cl", "Si", "Cl", "Cl"],
  "positions_angstrom": [[0.2826, -0.1141, 0.6933], [1.9383, 1.8570, -0.5026], [3.3505, 1.6167, -0.5041], [3.8790, 1.8082, 0.9060], [3.1199, 0.9779, 1.9555], [3.2884, -0.4985, 1.7223], [4.4489, -1.1575, 2.1102], [4.5996, -2.5021, 1.8250], [3.5833, -3.1683, 1.1540], [2.4559, -2.4589, 0.8042], [2.3049, -1.1546, 1.0795], [1.6411, 2.0284, -1.4032], [3.8529, 2.3113, -1.1785], [3.5494, 0.5987, -0.8574], [3.8295, 2.8620, 1.1835], [4.9335, 1.5220, 0.9054], [2.0575, 1.2420, 1.9121], [3.4668, 1.2400, 2.9551], [5.2217, -0.6088, 2.6324], [5.4978, -3.0277, 2.1234], [3.6560, -4.2196, 0.9138], [1.6308, -2.9418, 0.2969], [-0.7464, -2.5048, 2.5790], [-1.7188, -0.9353, 2.9386], [-3.5325, -1.3803, 3.0103], [-1.0874, -0.2397, 4.5551], [-1.5811, 0.3246, 1.4921], [-1.9011, 2.2149, 1.6596], [-3.7601, 2.3784, 1.5270], [-1.2901, 2.8358, 3.3166], [-1.1008, 3.2245, 0.3151], [-1.1204, -3.3056, 3.2240], [0.3203, -2.3935, 2.7909], [-0.8596, -2.8355, 1.5420], [-3.7059, -2.0672, 3.8434], [-3.8382, -1.8834, 2.0894], [-4.1809, -0.5132, 3.1524], [-0.9192, -1.0673, 5.2500], [-1.7897, 0.4498, 5.0248], [-0.1360, 0.2855, 4.4340], [-2.2989, -0.0319, 0.7434], [-4.2831, 1.7057, 2.2112], [-4.1007, 2.1582, 0.5118], [-4.0731, 3.3975, 1.7695], [-1.9286, 2.5136, 4.1402], [-1.2927, 3.9291, 3.3049], [-0.2690, 2.5161, 3.5408], [-1.3418, 2.8354, -0.6725], [-0.0123, 3.2624, 0.4133], [-1.4785, 4.2490, 0.3711], [-0.9834, 1.0798, -2.5129], [-0.5997, -0.5388, -1.3663], [0.9631, -1.5237, -2.2067], [-2.2302, -1.7279, -1.2743]],
  "lumo_energy_ev": -4.62,
  "e_above_lowest_kcal_mol": 12.19,
  "charge": 1,
  "orbital_gap_ev": 7.922
}

---

Copy entry 3 word for word.
{
  "formula": "C15H29N3O3S",
  "method": "ωB97M-V/def2-TZVPD",
  "elements": ["C", "C", "N", "C", "C", "S", "O", "O", "N", "C", "C", "C", "C", "O", "N", "C", "C", "C", "C", "C", "C", "C", "H", "H", "H", "H", "H", "H", "H", "H", "H", "H", "H", "H", "H", "H", "H", "H", "H", "H", "H", "H", "H", "H", "H", "H", "H", "H", "H", "H", "H"],
  "positions_angstrom": [[-3.6543, -2.5136, -1.2559], [-3.0466, -1.2036, -1.7487], [-2.7078, -0.3301, -0.6464], [-3.7607, 0.5074, -0.0945], [-3.8841, 0.3185, 1.4122], [-1.1774, 0.3246, -0.6756], [-0.6948, 0.4435, -2.0200], [-1.1761, 1.4786, 0.1642], [-0.2078, -0.7917, 0.0526], [-0.3989, -0.9826, 1.4746], [0.6373, -1.9668, 2.0274], [1.9413, -1.9280, 1.2208], [2.6416, -0.5739, 1.4176], [3.4203, -0.4178, 2.3393], [2.3594, 0.3734, 0.5110], [2.9317, 1.7024, 0.5415], [1.8357, 2.7797, 0.5632], [1.6796, 3.1961, -0.8967], [3.1182, 3.1981, -1.4048], [3.7441, 1.9647, -0.7480], [1.6730, -2.3118, -0.2436], [0.2375, -1.9588, -0.6689], [-2.9721, -3.0145, -0.5739], [-3.8529, -3.1691, -2.0996], [-4.5881, -2.3266, -0.7320], [-2.1229, -1.3939, -2.2951], [-3.7411, -0.7044, -2.4364], [-4.6999, 0.2434, -0.5857], [-3.5354, 1.5561, -0.3085], [-4.0418, -0.7299, 1.6543], [-4.7251, 0.8964, 1.7869], [-2.9768, 0.6660, 1.8971], [-1.4148, -1.3503, 1.6773], [-0.2925, 0.0016, 1.9342], [0.8461, -1.7266, 3.0699], [0.2402, -2.9836, 1.9888], [2.6268, -2.6573, 1.6647], [1.5998, 0.2296, -0.1386], [3.5605, 1.7367, 1.4347], [0.9025, 2.4031, 0.9777], [2.1686, 3.6292, 1.1609], [1.1964, 4.1660, -1.0008], [1.0800, 2.4572, -1.4311], [3.6255, 4.1020, -1.0629], [3.1811, 3.1614, -2.4912], [3.6506, 1.0998, -1.4061], [4.8020, 2.1083, -0.5345], [2.3918, -1.8057, -0.8885], [1.8169, -3.3860, -0.3716], [-0.4362, -2.8066, -0.4816], [0.1996, -1.7106, -1.7296]],
  "lumo_energy_ev": 0.64,
  "e_above_lowest_kcal_mol": 0.00,
  "smiles": "CCN(CC)S(=O)(=O)N1CCC(C(=O)NC2CCCC2)CC1",
  "charge": 0,
  "orbital_gap_ev": 9.696
}